{"formula": "C15H22B2BiF4N6O4S", "method": "ωB97M-V with the def2-TZVPD basis set", "species": ["Bi", "S", "F", "F", "F", "F", "O", "O", "O", "O", "N", "N", "N", "N", "N", "N", "C", "C", "C", "C", "C", "C", "C", "C", "C", "C", "C", "C", "C", "C", "C", "B", "B", "H", "H", "H", "H", "H", "H", "H", "H", "H", "H", "H", "H", "H", "H", "H", "H", "H", "H", "H", "H", "H", "H"], "positions_angstrom": [[-0.144, 1.087, -0.612], [-2.224, -0.052, 2.404], [2.103, -0.138, 3.334], [-1.821, 1.511, -2.375], [0.558, 0.950, 2.044], [-2.755, 0.189, -4.031], [1.917, -0.747, 1.119], [-0.496, -0.068, -3.456], [0.120, -1.210, 2.839], [-2.352, -0.745, -1.977], [-1.163, -0.121, 4.936], [1.476, -0.471, -0.139], [0.356, -0.101, -2.444], [-0.957, -1.243, 2.063], [-3.111, 1.062, 4.566], [-1.685, -0.820, -0.816], [-1.027, -2.073, 1.056], [-0.120, -3.232, 1.000], [-2.118, 0.305, 4.162], [-0.125, 4.261, -1.614], [1.057, 4.060, 0.486], [0.723, 3.326, -2.193], [-2.924, -2.884, -0.448], [1.722, 2.699, -1.405], [1.900, 3.109, -0.062], [3.324, -1.791, -1.059], [1.921, -1.488, -3.680], [1.445, -0.809, -2.463], [0.039, 4.619, -0.281], [-1.939, -1.854, -0.071], [2.106, -0.977, -1.161], [-1.924, 0.228, -3.026], [1.280, -0.226, 2.311], [2.809, -0.984, -4.073], [2.482, 2.100, -1.888], [3.815, -1.653, -0.099], [-2.830, -3.788, 0.146], [0.828, -3.028, 1.501], [-0.576, -4.061, 1.561], [-0.369, -0.656, 4.585], [-0.596, 5.380, 0.143], [-3.193, 1.360, 5.535], [1.221, 4.409, 1.495], [-2.849, -3.094, -1.519], [1.156, -1.452, -4.456], [-3.930, -2.479, -0.311], [-3.865, 1.344, 3.949], [3.085, -2.852, -1.156], [4.011, -1.552, -1.869], [2.212, -2.520, -3.494], [2.727, 2.723, 0.514], [0.033, -3.585, -0.017], [0.667, 3.134, -3.255], [-0.875, 4.750, -2.216], [-1.125, 0.145, 5.917]], "atomic_forces_ev_per_a": [[-0.61, 1.24, 0.36], [-0.28, 0.13, -0.28], [0.44, -0.18, 0.42], [0.26, 0.05, 0.58], [-0.06, 0.29, -0.62], [-0.23, -0.08, -0.50], [0.74, -0.45, -0.74], [0.22, -0.21, -0.59], [0.53, -0.42, 0.40], [-0.33, -0.81, 0.78], [0.30, 0.02, 0.44], [-0.05, -0.25, -0.09], [0.50, -0.49, 0.41], [-0.10, 0.33, -0.45], [-0.24, 0.16, 0.00], [0.08, -0.29, 0.31], [0.21, 0.44, 0.49], [0.54, -0.31, 0.22], [0.41, -0.49, -0.34], [-0.06, -0.05, -0.06], [-0.05, -0.02, 0.08], [0.36, -0.12, 0.17], [-0.33, -0.22, -0.35], [0.21, 0.78, -0.14], [0.06, -0.11, -0.33], [0.42, -0.15, 0.30], [0.00, -0.18, -0.49], [-1.21, 0.68, -0.80], [0.01, -0.02, -0.01], [-0.64, 0.49, -0.84], [-0.11, 0.21, 1.44], [0.60, 0.29, 0.36], [-0.82, 0.29, -0.03], [0.03, 0.08, 0.07], [0.00, -0.16, -0.01], [-0.01, 0.04, -0.02], [0.02, -0.06, -0.02], [-0.10, -0.03, -0.15], [-0.13, 0.08, -0.01], [-0.31, 0.10, -0.13], [-0.09, 0.08, 0.07], [0.06, -0.03, -0.13], [0.00, -0.03, 0.11], [0.05, -0.11, 0.13], [0.06, -0.05, 0.08], [-0.06, 0.01, 0.05], [0.05, -0.07, 0.11], [-0.07, -0.10, -0.05], [0.02, 0.03, -0.05], [-0.04, -0.07, 0.06], [0.10, -0.13, 0.08], [-0.05, 0.07, -0.07], [-0.08, -0.18, -0.07], [-0.09, 0.01, -0.06], [-0.15, -0.03, -0.10]], "lumo_ha": -0.3807, "gap_ev": 8.4, "e_homo_ha": -0.68781, "energy_ev": -61917.4377, "total_charge": 3}

{"formula": "C15H22BF4NO16Tl", "method": "ωB97M-V with the def2-TZVPD basis set", "species": ["Tl", "F", "F", "F", "F", "O", "O", "O", "O", "O", "O", "O", "O", "O", "O", "O", "O", "O", "O", "O", "O", "N", "C", "C", "C", "C", "C", "C", "C", "C", "C", "C", "C", "C", "C", "C", "C", "B", "H", "H", "H", "H", "H", "H", "H", "H", "H", "H", "H", "H", "H", "H", "H", "H", "H", "H", "H", "H", "H", "H"], "positions_angstrom": [[-4.332, 1.393, 6.916], [-3.900, -2.506, -6.814], [-2.056, 9.744, 2.243], [0.726, -5.216, 1.986], [7.529, -1.860, 0.156], [-1.514, 10.425, 0.293], [0.367, 9.501, 0.766], [8.234, -1.092, 3.211], [9.102, -1.152, 1.294], [2.757, -2.864, -5.499], [-1.947, 0.752, 1.369], [-3.134, -6.977, 1.912], [-7.579, -1.751, -5.453], [4.183, -3.913, -6.715], [9.940, 0.264, 2.770], [-1.252, -7.494, 3.084], [-5.803, -2.387, -4.359], [0.345, 11.672, 0.302], [-1.429, -5.602, 2.137], [-0.210, 1.469, 2.353], [-5.477, -1.081, -6.055], [3.369, -3.921, -5.775], [-0.590, 8.503, 0.993], [0.000, 0.775, 0.060], [-1.878, 9.314, 1.042], [-0.224, -6.707, 3.675], [9.152, -0.605, 2.464], [-0.761, 0.984, 1.326], [-4.439, -2.500, -4.582], [-6.385, -1.693, -5.315], [-4.167, -1.704, -5.829], [-0.274, -5.337, 2.884], [3.148, -5.065, -4.972], [7.393, -1.933, 2.474], [-0.194, 10.620, 0.350], [-2.018, -6.703, 2.437], [8.205, -2.128, 1.212], [-6.380, 5.608, 4.006], [-4.158, -3.531, -4.795], [-3.357, -0.975, -5.810], [-3.831, -2.209, -3.725], [-6.362, 5.740, 5.077], [-0.656, 7.823, 0.145], [-0.500, 7.899, 1.896], [-0.151, -0.255, -0.265], [6.459, -1.403, 2.289], [4.012, -5.073, -4.308], [-6.621, 4.586, 3.758], [-0.329, -4.523, 3.607], [3.095, -5.891, -5.682], [-5.398, 5.801, 3.605], [7.266, -2.788, 3.139], [-7.131, 6.277, 3.615], [0.721, -7.219, 3.497], [1.059, 1.020, 0.141], [2.332, -4.695, -4.353], [8.614, -3.131, 1.090], [-0.431, 1.431, -0.696], [-2.780, 8.814, 0.689], [-0.360, -6.529, 4.742]], "atomic_forces_ev_per_a": [[-0.08, 0.10, -0.04], [0.36, -1.67, -2.40], [-1.08, 0.97, 3.91], [0.41, 0.48, 0.29], [-2.98, 0.28, -3.69], [-1.91, 0.72, -1.63], [1.96, -1.59, 0.52], [-1.59, 0.03, 2.91], [3.24, 0.47, -2.36], [0.43, -1.90, 0.23], [-2.51, -0.13, 1.53], [3.89, 0.67, 2.50], [1.20, 1.08, -0.33], [-1.13, -1.16, 1.63], [-1.07, -1.28, -0.24], [1.22, -1.40, 2.52], [0.34, -0.98, 1.74], [0.21, 0.00, -1.04], [0.74, 4.80, -0.30], [-1.14, -0.16, 0.57], [1.89, 0.62, -1.07], [1.17, 5.13, -3.21], [-1.40, -0.81, -0.81], [-0.32, 0.00, 0.06], [1.25, -1.15, -2.35], [1.45, 0.54, -0.42], [3.37, 3.99, 1.20], [3.71, 0.48, -2.26], [1.39, -0.57, 0.47], [-2.81, -1.05, -0.17], [-1.39, 1.91, 1.36], [-0.46, -3.15, 0.57], [0.17, 0.09, 0.94], [-0.46, -0.57, 1.09], [-0.06, 1.23, 1.77], [-6.82, -2.24, -4.49], [-0.48, -2.35, 1.73], [-0.16, -0.09, -0.12], [-0.22, -0.16, 0.00], [-0.47, 0.44, 0.26], [-0.30, 0.37, 0.12], [1.62, -0.87, 4.92], [0.31, -0.08, -0.14], [0.65, 0.48, 0.13], [0.17, -0.05, -0.04], [-0.12, -0.24, -0.19], [0.17, -0.64, -0.17], [-2.89, -4.34, -0.09], [-0.07, 0.52, -0.75], [-0.34, -0.29, 0.76], [4.28, 2.91, -1.08], [-0.38, -0.30, -0.61], [-2.70, 2.24, -3.62], [-0.01, 0.10, 0.14], [0.07, -0.11, 0.23], [-0.48, -1.23, -0.18], [0.48, -0.04, 0.17], [-0.07, 0.04, -0.05], [0.05, 0.24, -0.36], [-0.33, -0.31, -0.05]], "lumo_ha": -0.3817, "gap_ev": 1.9, "e_homo_ha": -0.45063, "energy_ev": -66377.4437, "total_charge": 1}

{"formula": "C15H22Cl9NO6", "method": "ωB97M-V with the def2-TZVPD basis set", "species": ["Cl", "Cl", "Cl", "Cl", "Cl", "Cl", "Cl", "Cl", "Cl", "O", "O", "O", "O", "O", "O", "N", "C", "C", "C", "C", "C", "C", "C", "C", "C", "C", "C", "C", "C", "C", "C", "H", "H", "H", "H", "H", "H", "H", "H", "H", "H", "H", "H", "H", "H", "H", "H", "H", "H", "H", "H", "H", "H"], "positions_angstrom": [[-4.451, -0.432, -3.980], [0.829, 3.647, -2.660], [-0.163, 1.787, 2.582], [-2.021, -1.578, -2.911], [-3.895, -0.206, -1.137], [2.502, 0.563, 2.225], [3.167, 2.759, -1.228], [0.799, -0.251, 4.376], [1.393, 4.674, 0.112], [-1.336, -0.829, 0.441], [0.565, -1.993, 0.132], [3.288, -4.131, -0.754], [3.106, -4.438, 1.498], [3.741, -2.457, 0.613], [0.434, 0.138, -0.519], [-5.153, 2.716, 2.074], [3.264, -2.975, -1.621], [5.402, -1.683, -1.004], [-3.630, 3.889, -0.824], [-4.798, 3.546, 1.356], [-2.360, 3.015, -0.405], [1.496, 3.322, -1.053], [-0.093, -0.819, -0.042], [0.035, -3.409, 2.171], [1.295, 1.086, 3.379], [-3.207, -0.309, -2.750], [3.388, -3.741, 0.561], [-0.410, -2.932, 0.845], [3.916, -1.929, -0.716], [-4.366, 4.511, 0.358], [-1.711, -2.203, 0.678], [-2.688, 0.606, -3.069], [5.566, -1.317, -2.060], [5.803, -0.886, -0.349], [-2.321, -2.275, 1.516], [0.966, -3.984, 2.069], [-0.786, -3.968, 2.602], [3.901, -3.114, -2.516], [-1.670, 3.602, 0.304], [-3.864, 5.290, 0.946], [2.213, -2.786, -1.879], [1.001, 2.445, -0.674], [-0.409, -3.809, 0.198], [0.267, -2.569, 2.831], [-1.857, 2.554, -1.292], [-2.761, 2.130, 0.168], [-2.227, -2.540, -0.249], [-3.555, 4.694, -1.497], [3.280, -1.001, -0.777], [-4.285, 3.283, -1.351], [-5.313, 5.046, 0.092], [1.761, 1.854, 3.937], [5.951, -2.594, -0.746]], "atomic_forces_ev_per_a": [[-0.54, -0.35, -0.22], [-0.08, 0.35, 0.35], [0.59, -0.14, 0.13], [0.28, -0.58, 0.12], [-0.01, 0.07, -0.28], [0.10, -0.08, -0.42], [0.24, 0.24, 0.05], [-0.05, -0.20, 0.51], [-0.12, -0.50, -0.69], [-0.09, -0.49, 0.22], [-1.82, -0.59, 1.05], [-0.01, -0.39, 0.22], [0.62, 0.49, -0.79], [0.27, 0.24, 0.09], [0.08, 0.55, -0.44], [0.24, 0.54, -0.29], [0.57, -0.36, 0.52], [-0.18, 0.82, 0.01], [1.50, -0.24, 1.92], [-0.32, -1.25, 0.45], [-0.82, 0.50, 0.54], [0.45, -0.35, 0.01], [1.03, -0.16, 0.46], [0.97, 1.00, 0.66], [-0.76, -0.14, -1.01], [0.27, 1.11, -0.62], [-0.88, -0.42, -0.61], [1.25, -0.42, -2.26], [-0.84, 1.60, -0.49], [-1.27, 0.75, 0.93], [0.57, 0.42, -2.15], [-0.15, -0.21, 0.91], [-0.19, -0.74, 1.05], [-0.32, -0.37, -0.21], [-1.20, 0.10, 1.44], [-0.52, -0.10, 0.16], [0.03, -0.39, 0.16], [-0.55, -0.36, 0.45], [-0.76, -0.91, -1.37], [0.66, -0.16, -0.50], [0.45, 0.16, 0.03], [-0.56, 0.07, 0.35], [-0.08, 0.03, -0.18], [-0.15, -0.02, 0.09], [-0.10, 0.80, 0.75], [0.42, 0.95, -0.37], [0.11, 0.11, 0.81], [1.35, 1.12, -0.96], [0.90, -0.63, 0.24], [-1.47, -1.63, -0.68], [0.68, -0.50, -0.39], [0.10, 0.60, 0.78], [0.08, 0.07, -0.50]], "lumo_ha": 0.0107, "gap_ev": 11.3, "e_homo_ha": -0.40351, "energy_ev": -142388.3090, "total_charge": 0}

{"formula": "C15H22ClS8Y", "method": "ωB97M-V with the def2-TZVPD basis set", "species": ["Y", "Cl", "S", "S", "S", "S", "S", "S", "S", "S", "C", "C", "C", "C", "C", "C", "C", "C", "C", "C", "C", "C", "C", "C", "C", "H", "H", "H", "H", "H", "H", "H", "H", "H", "H", "H", "H", "H", "H", "H", "H", "H", "H", "H", "H", "H", "H"], "positions_angstrom": [[0.429, 0.286, 0.041], [-5.872, 2.037, -2.085], [2.757, 1.837, -0.770], [2.437, -0.007, 2.672], [-2.453, -0.607, 0.597], [0.463, -2.462, 0.973], [-0.597, 0.031, 2.933], [0.111, 2.829, 0.838], [2.185, 2.888, 0.901], [2.984, -0.211, -0.440], [-1.170, -2.926, 1.640], [-3.176, 2.306, -1.935], [0.338, 0.888, 4.221], [-0.227, -0.035, -2.254], [-2.307, -2.409, 0.771], [1.437, -2.658, 2.506], [-4.234, 1.457, -2.208], [1.683, 0.175, 4.329], [-3.201, 0.013, 2.135], [-2.338, 0.130, 3.402], [-3.995, 0.147, -2.596], [-2.695, -0.318, -2.660], [2.690, -1.800, 2.561], [-1.594, 0.496, -2.348], [-1.874, 1.833, -2.021], [3.303, -2.123, 3.404], [0.763, -2.405, 3.325], [-2.563, -0.670, 4.106], [1.556, -0.812, 4.773], [-4.098, -0.575, 2.328], [-0.143, -1.027, -2.700], [-3.527, 1.004, 1.820], [-1.060, 2.518, -1.816], [1.709, -3.711, 2.588], [-2.515, -1.346, -2.958], [0.525, 0.628, -2.696], [0.459, 1.929, 3.920], [3.289, -1.918, 1.658], [-0.203, 0.840, 5.166], [-3.260, -2.804, 1.127], [-3.365, 3.336, -1.663], [2.362, 0.749, 4.958], [-1.220, -4.014, 1.697], [-4.827, -0.500, -2.839], [-2.537, 1.085, 3.887], [-2.187, -2.745, -0.261], [-1.236, -2.515, 2.646]], "atomic_forces_ev_per_a": [[0.18, 0.61, 0.33], [-0.07, 0.03, 0.01], [-0.04, -0.22, -0.39], [0.01, -0.08, 0.04], [-0.10, -0.10, -0.11], [-0.02, -0.27, 0.09], [0.03, -0.22, 0.19], [-0.16, 0.25, 0.11], [0.00, -0.01, 0.13], [0.18, -0.04, -0.04], [0.05, 0.05, -0.08], [0.01, 0.02, 0.01], [-0.11, 0.00, -0.04], [-0.19, -0.26, 0.09], [0.02, 0.11, -0.02], [-0.07, 0.04, -0.02], [0.07, -0.06, -0.01], [0.01, -0.01, -0.06], [0.09, -0.02, -0.04], [0.06, 0.11, -0.08], [-0.03, 0.01, 0.02], [0.08, -0.01, -0.02], [-0.02, 0.04, -0.01], [0.01, 0.11, -0.11], [-0.10, -0.03, 0.01], [-0.01, 0.00, 0.01], [0.02, -0.01, 0.01], [-0.02, 0.00, 0.00], [-0.01, 0.00, 0.00], [-0.01, -0.01, -0.02], [0.10, 0.02, -0.02], [0.00, 0.01, 0.00], [0.01, -0.01, 0.00], [0.00, 0.00, -0.01], [-0.01, 0.00, -0.01], [-0.02, 0.02, 0.00], [0.01, 0.01, 0.01], [0.04, -0.02, 0.02], [0.00, 0.02, 0.00], [-0.01, 0.01, 0.02], [-0.01, 0.00, 0.00], [0.02, 0.00, -0.01], [0.00, -0.01, -0.01], [0.00, 0.00, 0.00], [0.01, 0.00, 0.01], [-0.02, -0.02, 0.00], [-0.01, -0.02, 0.02]], "lumo_ha": -0.0059, "gap_ev": 6.9, "e_homo_ha": -0.25842, "energy_ev": -116162.7988, "total_charge": 0}